[1]
The following is a DFT calculation (wB97M-V/def2-TZVPD) of a cluster of 13 separate species, H26NO15S in total at a distorted geometry.

Element x y z (Å)
N (1.362, -3.638, -1.000)
H (1.313, -2.698, -1.644)
H (0.644, -3.572, -0.390)
H (2.252, -3.601, -0.434)
H (1.302, -4.451, -1.436)
S (-0.225, 0.149, 0.011)
O (-0.645, 1.469, -0.382)
O (-0.534, -0.856, -1.047)
O (1.191, 0.278, 0.179)
O (-0.879, -0.229, 1.195)
O (0.462, 3.154, -2.171)
H (0.069, 2.683, -1.363)
H (-0.171, 3.153, -2.917)
O (-3.170, -0.258, 2.476)
H (-2.498, -0.045, 1.891)
H (-3.119, -1.175, 2.814)
O (-0.954, 3.225, 1.664)
H (-0.745, 2.656, 0.902)
H (-1.683, 3.636, 1.315)
O (0.255, -0.742, -3.650)
H (1.000, -0.330, -3.388)
H (-0.187, -0.994, -2.777)
O (-2.782, 2.797, -1.072)
H (-2.024, 2.199, -0.799)
H (-3.456, 2.389, -0.537)
O (-0.248, 1.274, 3.530)
H (-0.537, 0.724, 2.829)
H (-0.797, 2.116, 3.271)
O (2.868, -0.527, -1.263)
H (2.103, -0.211, -0.677)
H (2.376, -0.105, -2.123)
O (-1.180, -2.554, 2.053)
H (-0.642, -2.523, 2.840)
H (-0.821, -1.625, 1.738)
O (-2.043, -3.195, -1.264)
H (-1.961, -3.636, -2.039)
H (-1.535, -2.319, -1.206)
O (2.678, 2.476, -0.217)
H (2.118, 1.680, 0.001)
H (2.351, 2.538, -1.108)
O (3.149, 0.107, 1.974)
H (2.412, 0.223, 1.349)
H (2.934, 0.353, 2.862)

Computed properties:
- net charge = -1
- relative energy (zero: lowest compared OMol25 entry of this formula, charge and spin) (eV) = 0.025
- gap between HOMO and LUMO (hartree) = 0.3037
- energy (hartree) = -1597.15892
- highest occupied orbital energy (eV) = -7.06



[2]
The following is a DFT calculation (wB97M-V/def2-TZVPD) of a cluster of 14 separate species, H26NO16 in total at a distorted geometry.

Element x y z (Å)
N (-0.069, -0.457, 0.373)
O (0.801, -1.288, 0.343)
O (-1.189, -0.836, 0.252)
O (0.141, 0.722, 0.531)
O (-0.894, 5.066, -0.742)
H (-0.414, 4.945, 0.077)
H (-0.928, 6.015, -0.863)
O (-3.714, -0.906, -3.724)
H (-2.763, -0.876, -3.619)
H (-4.044, -1.120, -2.851)
O (1.103, -3.857, 2.988)
H (0.480, -4.506, 2.660)
H (1.273, -3.286, 2.239)
O (-1.928, -4.925, -0.275)
H (-1.396, -4.200, 0.054)
H (-2.177, -5.414, 0.509)
O (0.280, -0.361, -3.742)
H (0.655, 0.520, -3.736)
H (0.970, -0.918, -3.382)
O (0.779, 4.615, 2.652)
H (0.105, 3.972, 2.874)
H (0.560, 5.383, 3.181)
O (3.832, 1.841, 3.280)
H (4.105, 1.054, 2.807)
H (2.938, 2.003, 2.981)
O (2.834, -4.788, -2.205)
H (2.878, -3.837, -2.099)
H (2.453, -4.914, -3.074)
O (-2.653, 2.926, 2.890)
H (-2.920, 2.059, 3.197)
H (-2.780, 2.894, 1.942)
O (-4.803, -2.342, -0.603)
H (-4.968, -3.277, -0.481)
H (-3.874, -2.234, -0.402)
O (5.668, -1.501, 1.728)
H (4.861, -1.977, 1.927)
H (6.132, -2.063, 1.107)
O (-3.374, 2.443, -0.931)
H (-3.007, 1.639, -0.563)
H (-2.660, 3.079, -0.880)
O (2.705, 2.602, -2.349)
H (2.051, 2.579, -1.650)
H (2.951, 3.525, -2.418)

Computed properties:
- net charge = -1
- relative energy (zero: lowest compared OMol25 entry of this formula, charge and spin) (eV) = 1.977
- gap between HOMO and LUMO (hartree) = 0.2791
- energy (hartree) = -1274.12727
- highest occupied orbital energy (eV) = -5.22



[3]
The following is a DFT calculation (wB97M-V/def2-TZVPD) of a structure of composition H26NeO13.

Element x y z (Å)
Ne (-0.090, -0.199, 0.404)
O (3.354, 2.553, 0.201)
H (3.393, 1.638, -0.076)
H (2.418, 2.754, 0.237)
O (0.807, 0.956, -2.934)
H (0.783, 1.913, -2.947)
H (1.240, 0.715, -3.752)
O (-0.225, -2.857, -1.912)
H (-0.381, -3.257, -1.057)
H (-0.940, -2.229, -2.017)
O (-1.648, -0.661, -2.427)
H (-2.145, -0.842, -3.225)
H (-0.960, -0.057, -2.705)
O (1.782, -3.524, 1.809)
H (2.614, -3.972, 1.965)
H (1.752, -2.836, 2.474)
O (2.444, -2.491, -0.911)
H (1.615, -2.726, -1.329)
H (2.387, -2.872, -0.035)
O (-0.706, 1.507, 2.927)
H (-1.270, 0.981, 2.361)
H (-1.149, 2.353, 2.988)
O (0.615, 3.352, 0.089)
H (0.649, 3.299, -0.866)
H (-0.225, 2.958, 0.322)
O (0.783, -1.070, 3.216)
H (1.430, -0.365, 3.241)
H (0.222, -0.855, 2.471)
O (-2.200, 2.453, -0.062)
H (-2.906, 2.969, 0.327)
H (-2.598, 1.602, -0.246)
O (-3.680, 0.072, -0.503)
H (-3.005, -0.253, -1.099)
H (-3.576, -0.457, 0.288)
O (3.213, 0.336, -1.256)
H (2.580, 0.498, -1.955)
H (3.098, -0.588, -1.036)
O (-2.847, -0.121, 2.158)
H (-2.880, -0.879, 2.741)
H (-3.747, 0.203, 2.133)

Computed properties:
- net charge = 0
- relative energy (zero: lowest compared OMol25 entry of this formula, charge and spin) (eV) = 0.690
- gap between HOMO and LUMO (hartree) = 0.3375
- energy (hartree) = -1122.67471
- highest occupied orbital energy (eV) = -9.46



[4]
The following is a DFT calculation (wB97M-V/def2-TZVPD) of a cluster of 13 separate species, H26O13 in total at a distorted geometry.

Element x y z (Å)
O (1.014, -2.605, -1.531)
H (0.128, -2.915, -1.722)
H (1.498, -2.747, -2.345)
O (0.468, 0.035, -0.028)
H (-0.384, 0.450, -0.162)
H (0.497, -0.670, -0.674)
O (0.736, -0.368, -3.512)
H (1.644, -0.595, -3.709)
H (0.763, 0.563, -3.294)
O (-0.677, 0.630, 2.999)
H (0.085, 0.657, 3.577)
H (-0.644, 1.458, 2.519)
O (0.608, 3.747, -0.973)
H (-0.039, 3.092, -1.237)
H (1.421, 3.252, -0.867)
O (-3.456, -0.096, -0.023)
H (-4.213, 0.164, 0.503)
H (-3.032, -0.784, 0.491)
O (-1.063, 3.001, 1.658)
H (-1.612, 2.472, 1.079)
H (-0.546, 3.547, 1.065)
O (2.491, 1.760, -0.874)
H (3.285, 1.270, -1.086)
H (1.926, 1.122, -0.438)
O (-1.893, -1.240, 1.849)
H (-1.403, -0.544, 2.286)
H (-1.535, -2.050, 2.212)
O (2.295, 0.048, 2.033)
H (2.734, -0.776, 2.244)
H (1.633, -0.192, 1.385)
O (-1.444, 1.744, -1.060)
H (-2.170, 1.214, -0.732)
H (-1.463, 1.616, -2.009)
O (-1.882, -2.818, -0.573)
H (-1.651, -2.070, -0.022)
H (-1.802, -3.576, 0.006)
O (2.486, -2.539, 0.701)
H (3.276, -2.915, 0.313)
H (1.922, -2.343, -0.047)

Computed properties:
- net charge = -1
- multiplicity = 2
- relative energy (zero: lowest compared OMol25 entry of this formula, charge and spin) (eV) = 0.000
- gap between HOMO and LUMO (spin up / spin down) (hartree) = 0.0926 / 0.3796
- energy (hartree) = -993.73451
- highest occupied orbital energy (spin up / spin down) (eV) = 0.22 / -7.71



[5]
The following is a DFT calculation (wB97M-V/def2-TZVPD) of a structure of composition H26O13 at a distorted geometry.

Element x y z (Å)
O (-1.939, -1.816, 0.713)
H (-2.093, -1.563, 1.711)
H (-2.632, -2.477, 0.509)
O (2.230, -1.766, 2.765)
H (2.875, -1.029, 2.864)
H (1.614, -1.350, 2.138)
O (0.639, 0.556, -2.523)
H (0.567, -0.474, -2.390)
H (-0.282, 0.937, -2.513)
O (2.698, 0.386, 1.628)
H (2.804, 1.222, 2.097)
H (1.844, 0.542, 1.132)
O (0.669, -1.565, -1.911)
H (-0.020, -2.049, -2.227)
H (1.419, -2.084, -2.247)
O (-2.117, -1.298, 3.204)
H (-1.344, -1.760, 3.567)
H (-1.813, -0.415, 2.882)
O (-1.155, 0.367, 1.906)
H (-1.608, 0.747, 1.067)
H (-0.762, 1.035, 2.442)
O (0.980, -1.371, 0.812)
H (0.021, -1.568, 0.619)
H (1.368, -1.634, -0.172)
O (3.267, 1.616, -2.559)
H (2.328, 1.451, -2.644)
H (3.364, 2.354, -1.913)
O (-2.736, -0.142, -1.643)
H (-2.401, -0.638, -0.924)
H (-3.024, -0.636, -2.331)
O (-1.260, 1.094, -2.322)
H (-1.804, 1.240, -2.990)
H (-1.689, 0.348, -1.796)
O (0.254, 0.918, 0.215)
H (-0.108, 0.235, 0.816)
H (0.309, 0.488, -0.651)
O (-0.152, 3.699, 0.394)
H (-0.897, 3.144, -0.122)
H (0.590, 3.246, 0.401)

Computed properties:
- net charge = 0
- relative energy (zero: lowest compared OMol25 entry of this formula, charge and spin) (eV) = 11.002
- gap between HOMO and LUMO (hartree) = 0.2954
- energy (hartree) = -993.36893
- highest occupied orbital energy (eV) = -8.94



[6]
The following is a DFT calculation (wB97M-V/def2-TZVPD) of a cluster of 13 separate species, H26O13 in total at a distorted geometry.

Element x y z (Å)
H (-0.103, -1.157, 0.515)
H (0.621, 0.133, 0.169)
H (3.634, 2.125, 2.896)
H (2.495, 1.331, 3.514)
H (1.304, -0.728, 3.511)
H (-0.003, -0.922, 4.263)
H (-3.472, 1.765, -2.181)
H (-3.405, 0.940, -0.906)
H (-0.486, -3.095, -2.617)
H (-0.606, -3.259, -4.123)
H (-2.219, 0.184, 3.425)
H (-2.224, -1.011, 2.485)
H (3.697, -2.427, -0.133)
H (2.487, -1.602, 0.274)
H (-0.591, 1.572, -3.958)
H (-2.023, 1.241, -3.573)
H (-0.676, 1.817, -1.157)
H (0.381, 1.747, -2.246)
H (-2.879, -1.121, -1.106)
H (-2.222, -0.379, 0.046)
H (0.659, -5.346, 0.558)
H (0.626, -3.837, 0.740)
H (4.053, 3.434, 0.211)
H (3.463, 2.548, -0.874)
H (-1.689, 3.667, -0.049)
H (-0.876, 2.521, 0.529)
O (0.293, -0.377, 0.918)
O (3.443, 1.293, 3.344)
O (0.360, -0.865, 3.371)
O (-4.015, 1.450, -1.450)
O (0.021, -3.350, -3.396)
O (-1.831, -0.139, 2.603)
O (3.185, -1.651, -0.389)
O (-1.170, 0.830, -3.750)
O (-0.032, 2.358, -1.626)
O (-2.021, -0.957, -0.699)
O (0.256, -4.654, 1.094)
O (3.220, 3.215, -0.223)
O (-1.654, 2.705, -0.009)

Computed properties:
- net charge = 0
- relative energy (zero: lowest compared OMol25 entry of this formula, charge and spin) (eV) = 4.053
- gap between HOMO and LUMO (hartree) = 0.3982
- energy (hartree) = -993.62427
- highest occupied orbital energy (eV) = -10.74



[7]
The following is a DFT calculation (wB97M-V/def2-TZVPD) of a cluster of 13 separate species, H26O13 in total at a distorted geometry.

Element x y z (Å)
H (-1.157, 0.923, -0.814)
H (0.285, 1.059, -0.353)
H (4.885, -1.841, -0.686)
H (4.345, -0.424, -0.789)
H (1.876, 0.303, -1.551)
H (1.919, 0.174, -3.064)
H (-1.763, -2.918, -1.172)
H (-3.217, -2.476, -1.178)
H (-2.499, 0.249, 2.677)
H (-1.493, 1.338, 2.342)
H (0.646, 2.773, 0.452)
H (-0.566, 3.593, 0.041)
H (3.339, 0.076, 0.515)
H (2.933, -0.516, 1.855)
H (0.369, -3.309, -1.728)
H (0.414, -3.885, -0.322)
H (-2.886, 2.371, -1.077)
H (-2.811, 2.256, 0.437)
H (1.876, 3.025, -1.948)
H (3.026, 3.765, -1.285)
H (-1.013, -1.374, -2.598)
H (0.368, -1.723, -2.071)
H (-5.613, -0.608, 1.621)
H (-4.238, -0.201, 2.124)
H (1.230, -0.980, 2.976)
H (0.797, -0.337, 4.284)
O (-0.487, 0.487, -0.276)
O (4.085, -1.321, -0.551)
O (1.355, 0.000, -2.303)
O (-2.631, -3.156, -0.827)
O (-1.592, 0.524, 2.849)
O (-0.234, 3.030, 0.749)
O (2.864, 0.287, 1.326)
O (0.048, -3.154, -0.833)
O (-2.314, 2.062, -0.366)
O (2.700, 2.878, -1.469)
O (-0.566, -1.764, -1.839)
O (-4.739, -0.342, 1.313)
O (0.458, -0.843, 3.536)

Computed properties:
- net charge = 0
- relative energy (zero: lowest compared OMol25 entry of this formula, charge and spin) (eV) = 6.918
- gap between HOMO and LUMO (hartree) = 0.3225
- energy (hartree) = -993.51901
- highest occupied orbital energy (eV) = -8.91



[8]
The following is a DFT calculation (wB97M-V/def2-TZVPD) of a cluster of 13 separate species, H26O13 in total at a distorted geometry.

Element x y z (Å)
H (0.250, -0.152, -0.759)
H (0.549, -0.234, 0.729)
H (-0.098, 3.234, 1.361)
H (1.098, 2.331, 1.613)
H (0.674, -3.335, -0.054)
H (0.177, -1.975, 0.409)
H (-3.172, 0.800, -2.378)
H (-3.224, 0.591, -0.873)
H (0.898, 0.008, -6.535)
H (0.754, 0.488, -5.100)
H (-2.019, 1.168, 2.923)
H (-3.002, 0.402, 2.053)
H (1.153, -3.228, 1.836)
H (1.924, -4.443, 2.326)
H (3.895, -0.122, 2.511)
H (3.928, -1.508, 1.888)
H (0.154, 2.785, 3.160)
H (-0.136, 1.303, 3.331)
H (-1.150, 1.509, -2.892)
H (0.288, 1.021, -2.827)
H (3.697, -0.862, -2.500)
H (4.135, -0.075, -1.276)
H (-1.611, -1.847, 2.770)
H (-1.907, -1.937, 1.282)
H (-3.546, 2.204, -0.979)
H (-4.836, 2.959, -0.707)
O (0.964, -0.329, -0.136)
O (0.234, 2.347, 1.186)
O (0.390, -2.476, -0.386)
O (-3.790, 0.673, -1.649)
O (1.395, 0.114, -5.715)
O (-2.104, 0.752, 2.058)
O (2.003, -3.673, 1.751)
O (4.492, -0.852, 2.313)
O (-0.458, 2.174, 3.587)
O (-0.577, 0.791, -3.184)
O (4.172, -0.955, -1.667)
O (-1.269, -2.216, 1.949)
O (-4.322, 2.566, -1.421)

Computed properties:
- net charge = 0
- relative energy (zero: lowest compared OMol25 entry of this formula, charge and spin) (eV) = 6.179
- gap between HOMO and LUMO (hartree) = 0.3337
- energy (hartree) = -993.54616
- highest occupied orbital energy (eV) = -9.68